13
Properties=species:S:1:pos:R:3 method="wB97M-V/def2-TZVPD" lumo_ha=-0.002 max_force_ev_per_a=6.4 e_homo_ev=-9.507 de_lowest_kcal_mol=151.9 orbital_gap_ha=0.347 charge=0
C -1.67 0.94 -0.77
C 0.67 -0.53 0.18
H -1.36 0.04 -1.37
H -2.26 1.83 -1.36
H -2.06 0.61 0.17
H 0.58 1.14 1.44
H 1.79 -2.14 0.65
H 1.93 -0.71 1.82
H 1.13 -1.11 -1.60
N -0.11 0.46 0.99
N 1.03 -1.55 1.10
N 0.68 -0.41 -1.04
O -0.37 1.44 -0.20

***

13
Properties=species:S:1:pos:R:3 method="wB97M-V/def2-TZVPD" smiles="CO/N=C/NN" lumo_ha=0.021 max_force_ev_per_a=9.8 e_homo_ev=-7.514 de_lowest_kcal_mol=161.9 orbital_gap_ha=0.297 charge=0
C 0.13 -1.34 2.01
C 0.02 0.10 -0.31
H 0.24 -1.32 3.19
H -0.77 -1.85 1.68
H 1.12 -1.51 1.39
H 0.19 -0.88 -0.24
H -0.03 -0.27 -2.17
H 0.39 2.06 -2.86
H -1.26 1.84 -1.97
N 0.05 0.82 0.84
N 0.14 0.53 -1.47
N -0.28 1.84 -1.97
O 0.07 -0.02 1.90

***

14
Properties=species:S:1:pos:R:3 method="wB97M-V/def2-TZVPD" lumo_ha=0.028 max_force_ev_per_a=5.4 e_homo_ev=-8.653 de_lowest_kcal_mol=142.3 orbital_gap_ha=0.346 charge=0
C 1.32 0.19 -1.47
C -0.26 0.02 0.33
H 2.04 0.92 -1.03
H 1.24 0.25 -2.54
H 1.88 -0.82 -1.21
H -0.52 -0.26 -1.49
H 0.84 1.31 1.41
H -0.87 0.31 2.59
H -2.90 -1.19 0.09
N 0.02 0.44 -0.92
N 0.65 0.25 1.38
N -1.45 -0.39 0.70
O 0.11 -0.23 2.64
O -2.10 -0.79 -0.49

***

14
Properties=species:S:1:pos:R:3 method="wB97M-V/def2-TZVPD" lumo_ha="0.025 / 0.025" max_force_ev_per_a=2.1 e_homo_ev="-7.560 / -7.562" de_lowest_kcal_mol=182.4 orbital_gap_ha="0.303 / 0.303" charge=0
C 0.78 -1.33 0.12
C 1.52 1.05 0.08
N -2.12 -0.90 -0.13
N 0.46 0.07 0.08
N -0.76 0.42 -0.22
O -1.13 1.58 -0.33
O -3.17 -0.20 -0.48
H 1.32 -1.63 -0.78
H 1.39 -1.54 1.00
H -0.16 -1.87 0.18
H 2.11 0.97 1.00
H 2.17 0.91 -0.78
H 1.06 2.04 0.03
H -3.47 0.41 0.23

***

14
Properties=species:S:1:pos:R:3 method="wB97M-V/def2-TZVPD" smiles="CN(O)C(=O)NN" lumo_ha=0.023 max_force_ev_per_a=3.7 e_homo_ev=-8.728 de_lowest_kcal_mol=94.6 orbital_gap_ha=0.344 charge=0
C 2.09 0.60 -0.19
C -0.04 -0.06 -0.84
H 2.66 0.38 0.72
H 2.32 1.59 -0.60
H 2.25 -0.12 -1.07
H -0.68 0.36 1.43
H -1.96 -0.66 -1.23
H -2.58 -0.20 1.15
H -2.05 -1.80 0.81
N 0.71 0.37 0.18
N -1.44 -0.24 -0.51
N -1.78 -0.79 0.78
O 0.23 0.98 1.31
O 0.28 -0.42 -1.96

***

14
Properties=species:S:1:pos:R:3 method="wB97M-V/def2-TZVPD" lumo_ha=0.031 max_force_ev_per_a=3.7 e_homo_ev=-8.310 de_lowest_kcal_mol=127.3 orbital_gap_ha=0.336 charge=0
C -1.53 -0.29 -0.18
C 0.64 0.01 0.09
H -1.45 0.90 -0.34
H -2.02 -0.41 0.80
H -2.15 -0.94 -0.85
H 1.64 0.39 1.73
H 0.64 -1.79 2.50
H 1.23 1.68 -2.30
H 0.08 0.45 -2.21
N 1.30 -0.41 1.27
N 1.06 0.96 -0.66
N 0.43 1.32 -1.84
O -0.24 -0.92 -0.14
O 0.37 -0.94 2.13